The following is a DFT calculation (ωB97M-V with the def2-TZVPD basis set) of a cluster of 12 separate species, H24O12 in total at a distorted geometry.

```
36
Properties=species:S:1:pos:R:3:nbo_charge:R:1
H 0.75 -0.05 -1.02 0.49
H -0.68 0.29 -0.66 0.47
H -1.06 3.97 0.73 0.48
H -0.52 5.22 0.07 0.47
H 2.90 -1.47 1.74 0.49
H 3.64 -1.49 0.41 0.46
H 5.88 2.38 -1.03 0.47
H 4.70 1.72 -0.35 0.47
H 3.32 -0.44 -2.54 0.48
H 3.24 -0.58 -1.03 0.47
H 1.74 1.80 0.37 0.47
H 0.93 2.90 -0.30 0.47
H -3.30 1.85 -2.55 0.47
H -4.13 0.58 -2.68 0.47
H 0.66 -2.43 -1.34 0.46
H -0.77 -2.70 -1.78 0.48
H -1.99 -1.42 2.33 0.47
H -2.26 -0.27 1.37 0.49
H -0.89 -4.99 -1.73 0.48
H -2.30 -4.82 -1.17 0.44
H 0.92 -1.53 3.40 0.47
H 1.29 -1.88 4.83 0.47
H -4.06 0.37 1.66 0.49
H -4.32 1.86 1.55 0.47
O -0.06 -0.44 -0.68 -0.96
O -1.22 4.56 -0.01 -0.94
O 2.99 -0.99 0.92 -0.95
O 4.93 2.24 -1.12 -0.94
O 2.70 -0.61 -1.83 -0.95
O 0.86 2.21 0.37 -0.95
O -4.19 1.54 -2.76 -0.94
O 0.02 -3.14 -1.45 -0.95
O -2.70 -0.94 1.89 -0.96
O -1.45 -4.36 -1.27 -0.92
O 1.28 -1.15 4.21 -0.94
O -3.62 1.22 1.70 -0.96
```

Output
HOMO	-9.6	eV
SMILES	O.O.O.O.O.O.O.O.O.O.O.O
energy	-24957.5612	eV
gap between HOMO and LUMO	9.48	eV
energy relative to the best compared isomer or geometry (same formula, charge and spin)	95.3	kcal/mol